No. 1
{"formula": "C5H12O2", "method": "ωB97M-V with the def2-TZVPD basis set", "species": ["C", "H", "O", "C", "O", "H", "H", "H", "H", "H", "C", "H", "H", "H", "H", "C", "H", "C", "H"], "xyz": [[-1.583, -1.818, -0.912], [1.418, -0.672, 1.337], [0.978, 0.168, -1.848], [1.212, -0.019, 0.492], [-1.727, -0.467, -0.542], [1.666, -1.566, -0.888], [-1.085, 0.045, -1.055], [-1.238, 1.319, 1.387], [1.120, -0.376, -2.630], [-0.543, -2.084, -1.137], [0.855, 1.414, 0.777], [-0.317, 2.663, 2.103], [0.603, 1.923, -0.160], [-1.900, -2.441, -0.070], [-0.093, 1.015, 2.702], [1.334, -0.543, -0.721], [1.765, 1.901, 1.153], [-0.268, 1.612, 1.799], [-2.199, -2.075, -1.786]], "atomic_forces_ev_per_a": [[-0.1, -0.4, -0.1], [0.1, 0.1, -0.1], [0.0, -0.1, -0.2], [0.1, 0.0, -0.1], [0.0, 0.2, -0.2], [-0.1, 0.2, 0.0], [-0.1, 0.0, 0.1], [0.2, 0.0, 0.1], [0.0, 0.1, 0.1], [-0.2, 0.0, 0.1], [0.0, 0.1, 0.0], [0.0, -0.2, -0.1], [0.0, -0.1, 0.1], [0.0, 0.1, -0.1], [0.0, 0.1, -0.1], [0.1, -0.1, 0.4], [-0.1, 0.0, 0.0], [0.0, 0.0, 0.1], [0.0, 0.1, 0.1]], "homo_lumo_gap_ev": 9.396, "charge": 0, "e_above_lowest_kcal_mol": 40.8, "smiles": "CC/C=C\\O.CO"}

***

No. 2
{"formula": "C5H12O2", "method": "ωB97M-V with the def2-TZVPD basis set", "species": ["C", "C", "H", "H", "H", "H", "O", "H", "O", "C", "H", "C", "H", "H", "C", "H", "H", "H", "H"], "xyz": [[-0.583, 1.939, -1.939], [0.417, -1.525, 2.263], [-0.425, -2.221, 2.359], [0.183, -0.645, 2.871], [-1.441, -1.159, 0.206], [-1.339, 2.138, -1.187], [-1.013, 0.657, 0.982], [1.304, -2.012, 2.683], [0.729, 1.108, -1.164], [-0.601, -0.448, 0.176], [0.035, -0.842, -1.833], [0.628, -1.131, 0.803], [1.406, 0.928, -1.838], [0.049, 2.828, -2.114], [-0.426, -0.021, -1.261], [0.873, -2.022, 0.208], [-0.277, 1.284, 0.943], [1.490, -0.452, 0.720], [-1.012, 1.594, -2.877]], "atomic_forces_ev_per_a": [[0.0, 0.4, -0.1], [0.0, 0.0, 0.1], [0.1, 0.1, 0.0], [0.0, -0.1, -0.1], [0.1, 0.1, -0.1], [0.1, -0.1, -0.2], [0.2, 0.2, 0.0], [-0.1, 0.1, -0.1], [-0.1, 0.0, -0.4], [0.0, -0.3, -0.1], [-0.1, 0.2, 0.1], [0.1, 0.0, -0.1], [-0.1, 0.1, 0.2], [0.0, -0.1, 0.1], [0.0, -0.5, 0.2], [-0.1, 0.2, 0.1], [-0.2, 0.0, 0.1], [-0.1, -0.1, 0.0], [0.1, -0.1, 0.3]], "homo_lumo_gap_ev": 7.552, "charge": 0, "e_above_lowest_kcal_mol": 142.3}

***

No. 3
{"formula": "C5H12O2", "method": "ωB97M-V with the def2-TZVPD basis set", "species": ["H", "H", "H", "C", "H", "H", "C", "H", "H", "H", "C", "H", "O", "H", "C", "C", "H", "H", "O"], "xyz": [[-1.923, 0.753, 1.010], [0.065, -2.078, 0.610], [0.205, 3.314, -0.313], [1.843, -0.904, 0.806], [1.146, 2.391, 0.266], [0.346, 0.700, -0.235], [-0.343, -0.137, -0.207], [-1.949, -0.894, -1.426], [-0.374, -0.941, -2.254], [1.704, -0.102, 1.563], [-1.006, -0.368, -1.599], [-1.364, 0.626, -1.878], [1.030, 3.326, 0.145], [-2.004, -0.962, 0.876], [-1.294, -0.148, 0.958], [0.655, -1.370, 0.030], [-0.787, -0.153, 1.925], [1.075, -1.789, -0.882], [2.971, -1.265, 0.602]], "atomic_forces_ev_per_a": [[0.1, 0.0, -0.2], [0.3, -0.5, -0.1], [-1.0, 0.5, -0.6], [0.4, 0.3, 0.3], [0.6, -0.6, 0.4], [-0.4, 0.6, -0.1], [1.5, -2.8, -0.8], [0.2, -0.4, -0.1], [0.1, 0.4, -0.6], [-0.4, -0.1, 0.1], [-1.1, 1.1, 2.2], [0.4, -0.2, -1.0], [0.5, 0.2, 0.3], [0.1, -0.4, 0.1], [-0.7, 1.6, 0.3], [-0.6, 1.1, 0.2], [0.1, -0.3, -0.1], [-0.3, -0.2, -0.1], [0.1, -0.3, -0.1]], "homo_lumo_gap_ev": 10.578, "charge": 0, "e_above_lowest_kcal_mol": 33.7, "smiles": "CC(C)CC=O.O"}

***

| no. | HOMO (eV) |
| --- | --- |
| 1 | -8.804 |
| 2 | -7.018 |
| 3 | -9.894 |